1.
# C5H31N2O11

A cluster of 12 separate species, C5H31N2O11 in total in a non-equilibrium geometry (ωB97M-V/def2-TZVPD, OMol25).

```
! RIJCOSX wB97M-V def2-TZVPD def2/J DEFGRID3
* xyz 0 2
C -1.503 3.277 -1.529
C -0.227 2.827 -0.802
C 0.058 1.371 -0.856
C -0.378 0.337 -1.621
N 0.407 -0.778 -1.370
C 1.293 -0.430 -0.381
N 1.030 0.868 0.009
H -1.824 2.597 -2.304
H -2.350 3.407 -0.866
H -1.343 4.268 -1.956
H -0.280 3.086 0.247
H 0.588 3.404 -1.245
H -1.177 0.396 -2.336
H 0.416 -1.735 -1.656
H 2.193 -0.875 -0.007
H 1.426 1.407 0.756
H 4.356 0.273 1.912
H 3.402 1.454 1.816
O 3.450 0.480 1.662
H -3.595 0.398 1.461
H -2.228 0.248 0.643
O -2.720 -0.006 1.442
H 1.979 -0.415 2.556
H 1.077 -1.612 2.251
O 1.060 -0.740 2.672
H -0.315 -3.671 -2.453
H -1.343 -3.479 -3.330
O -0.521 -2.993 -3.124
H -5.117 1.854 0.425
H -4.118 2.956 0.637
O -4.158 2.023 0.409
H 2.404 -2.987 -2.601
H 1.584 -1.980 -3.562
O 2.213 -2.079 -2.850
H -0.184 1.192 3.088
H -1.219 2.059 2.370
O -0.415 2.121 2.911
H 2.985 -3.684 0.848
H 4.281 -3.099 -0.040
O 3.339 -3.169 0.115
H 2.067 3.672 1.655
H 1.594 2.491 2.682
O 2.311 2.900 2.168
H -1.628 -3.911 -0.025
H -2.800 -3.896 -0.992
O -1.994 -4.378 -0.797
H -1.667 -1.504 0.024
H -1.381 -1.922 1.417
O -1.027 -2.021 0.524
*
```

Computed properties:
**HOMO level (alpha / beta)**: -2.813 / -7.244 eV
**Gap between HOMO and LUMO (alpha / beta)**: 2.98 / 7.37 eV
**E_LUMO (alpha / beta)**: 0.0060 / 0.0047 Eh
**Molecular weight**: 295.3 g/mol

Results of the Mulliken charge analysis, in e, for atoms 1 through 6: -1.12, -0.07, 0.41, -0.99, 0.42, -1.30

***

2.
# C5H31NO10

A cluster of 10 separate species, C5H31NO10 in total in a non-equilibrium geometry (ωB97M-V/def2-TZVPD, OMol25).

```
! RIJCOSX wB97M-V def2-TZVPD def2/J DEFGRID3
* xyz 0 1
C 2.586 -3.052 0.617
C 1.989 -1.662 0.231
C 2.992 -0.682 -0.337
C 0.736 -1.569 -0.689
N 0.002 -0.338 -0.491
C -0.229 -2.749 -0.437
O -0.115 -3.217 0.867
H 2.586 -3.615 -0.322
H 2.130 -3.568 1.448
H 3.524 -3.020 1.122
H 1.489 -1.345 1.150
H 2.593 0.315 -0.655
H 3.240 -0.894 -1.385
H 3.804 -0.567 0.361
H 1.091 -1.505 -1.761
H -1.007 -0.428 -0.329
H 0.336 0.436 0.085
H -1.326 -2.597 -0.623
H -0.142 -3.482 -1.236
H 0.707 -3.758 0.768
O -2.689 -0.038 -2.701
H -2.601 -0.949 -3.001
H -3.505 -0.131 -2.161
O 0.916 3.322 2.697
H 0.077 3.355 2.237
H 1.645 3.112 2.110
O 0.687 3.728 -0.626
H 0.985 2.816 -0.776
H 1.357 4.279 -1.049
O 1.407 1.459 -2.078
H 1.840 1.667 -2.916
H 0.502 1.224 -2.395
O -1.031 0.658 2.212
H -0.457 0.072 2.730
H -1.554 0.975 2.978
O -2.880 -0.145 -0.196
H -3.237 -0.700 0.504
H -3.123 0.801 -0.089
O -1.224 2.160 -3.431
H -1.799 1.776 -2.742
H -1.173 1.540 -4.162
O -2.887 2.321 1.109
H -2.411 1.845 1.833
H -2.160 2.345 0.434
O 1.119 -2.064 3.280
H 0.895 -2.030 2.334
H 0.497 -2.783 3.463
*
```

Computed properties:
**HOMO level**: -8.414 eV
**Gap between HOMO and LUMO**: 8.57 eV
**Structure (SMILES)**: CC(C)[C@H](N)CO.O.O.O.O.O.O.O.O.O
**E_LUMO**: 0.0058 Eh
**Molecular weight**: 265.3 g/mol

Results of the Mulliken charge analysis, in e, for atoms 1 through 6: -1.77, 0.89, -1.39, 0.92, 0.00, -1.12

***

3.
# C5H31NO10

A cluster of 11 separate species, C5H31NO10 in total in a non-equilibrium geometry (ωB97M-V/def2-TZVPD, OMol25).

```
! RIJCOSX wB97M-V def2-TZVPD def2/J DEFGRID3
* xyz 0 1
C -0.085 -3.566 -0.267
C 0.104 -3.243 1.000
C 0.569 -1.941 1.562
C 0.404 -0.749 0.589
N 0.758 0.526 1.229
C 1.728 1.387 0.546
H 0.056 -2.883 -1.089
H -0.647 -4.448 -0.558
H 0.062 -4.008 1.781
H 0.078 -1.569 2.464
H 1.645 -2.088 1.727
H 1.181 -0.984 -0.165
H -0.531 -0.782 0.046
H -0.153 0.958 1.317
H 1.601 1.583 -0.520
H 2.708 1.135 0.940
H 1.565 2.398 0.954
O -2.729 1.630 -0.389
H -2.854 2.501 -0.768
H -1.872 1.345 -0.756
O -2.666 -2.555 0.055
H -2.332 -2.345 0.933
H -3.245 -1.841 -0.214
O 3.712 -0.154 -1.072
H 3.120 -0.538 -0.421
H 4.472 0.177 -0.587
O -0.564 -1.967 -3.561
H -0.040 -2.719 -3.255
H -0.864 -1.570 -2.730
O -2.365 3.455 1.588
H -2.110 2.585 1.210
H -2.705 3.872 0.796
O 2.921 -0.171 3.338
H 2.142 0.400 3.335
H 2.875 -0.544 2.454
O -0.481 0.698 -1.570
H -0.073 1.569 -1.531
H -0.143 0.296 -2.386
O -0.686 3.674 -1.214
H -1.170 4.114 -1.916
H -0.349 4.328 -0.597
O 1.054 0.292 -3.825
H 1.018 0.353 -4.780
H 0.683 -0.617 -3.724
O -2.050 0.316 3.235
H -1.474 0.530 3.975
H -2.271 1.157 2.823
*
```

Computed properties:
**HOMO level**: -9.199 eV
**Gap between HOMO and LUMO**: 9.08 eV
**Structure (SMILES)**: C=CCCNC.O.O.O.O.O.O.O.O.O.O
**E_LUMO**: -0.0043 Eh
**Molecular weight**: 265.3 g/mol

Results of the Mulliken charge analysis, in e, for atoms 1 through 6: -0.09, -0.67, -0.34, 0.01, 0.20, -1.03

***

4.
# C5H32N2O12

A cluster of 12 separate species, C5H32N2O12 in total in a non-equilibrium geometry (ωB97M-V/def2-TZVPD, OMol25).

```
! RIJCOSX wB97M-V def2-TZVPD def2/J DEFGRID3
* xyz 0 1
C 4.164 -0.162 0.085
C 4.069 0.487 -1.073
C 3.000 0.332 -2.050
C 1.635 0.999 -1.519
N 0.844 -0.008 -0.725
C -0.295 0.365 -0.175
N -0.952 -0.624 0.589
O -0.870 1.452 -0.316
H 3.386 -0.872 0.427
H 4.993 0.148 0.829
H 4.780 1.274 -1.354
H 2.840 -0.659 -2.382
H 3.302 0.924 -2.934
H 1.700 1.841 -0.859
H 1.096 1.426 -2.461
H 1.148 -0.913 -0.959
H -1.276 -0.218 1.504
H -0.596 -1.523 0.729
O 0.131 -3.732 -0.863
H 0.308 -4.087 0.017
H 1.003 -3.442 -1.120
O -1.365 3.386 3.219
H -1.701 4.019 2.545
H -2.030 3.097 3.881
O 0.495 -2.917 1.787
H 0.248 -2.127 2.180
H 1.425 -2.967 1.638
O 1.750 -0.745 2.053
H 2.387 -0.248 1.549
H 1.144 -0.093 2.436
O -1.952 -5.188 -1.239
H -1.583 -4.842 -2.054
H -1.568 -4.820 -0.531
O -0.979 -0.981 4.545
H -0.486 -0.672 5.251
H -0.346 -0.996 3.774
O 0.004 0.659 -4.901
H -0.532 0.383 -5.615
H -0.539 0.784 -4.114
O 0.010 3.801 -1.103
H -1.009 4.067 -1.308
H -0.354 3.002 -0.771
O -2.370 0.865 -2.461
H -1.869 1.737 -2.589
H -2.273 0.943 -1.384
O -4.922 1.397 -0.589
H -4.216 1.734 -1.123
H -4.684 0.478 -0.323
O 0.196 0.995 3.314
H 0.205 1.869 2.949
H -0.600 1.115 3.958
*
```

Computed properties:
**HOMO level**: -10.234 eV
**Gap between HOMO and LUMO**: 10.09 eV
**Structure (SMILES)**: C=CCCNC(N)=O.O.O.O.O.O.O.O.O.O.O.O
**E_LUMO**: -0.0052 Eh
**Molecular weight**: 312.3 g/mol

Results of the Mulliken charge analysis, in e, for atoms 1 through 6: -0.87, -0.01, -1.03, -0.69, 0.39, 0.47